{"formula": "C33H77N11O11", "method": "the ωB97M-V functional and the def2-TZVPD basis", "homo_lumo_gap_ev": 8.84, "e_above_lowest_kcal_mol": 44.18, "homo_ev": -8.60, "total_energy_ev": -74387.6320, "smiles": "CNC(C)=O.CNC(C)=O.CNC(C)=O.CNC(C)=O.CNC(C)=O.CNC(C)=O.CNC(C)=O.CNC(C)=O.CNC(C)=O.CNC(C)=O.CNC(C)=O", "species": ["C", "N", "C", "C", "O", "H", "H", "H", "H", "H", "H", "H", "C", "N", "C", "C", "O", "H", "H", "H", "H", "H", "H", "H", "C", "N", "C", "C", "O", "H", "H", "H", "H", "H", "H", "H", "C", "N", "C", "C", "O", "H", "H", "H", "H", "H", "H", "H", "C", "N", "C", "C", "O", "H", "H", "H", "H", "H", "H", "H", "C", "N", "C", "C", "O", "H", "H", "H", "H", "H", "H", "H", "C", "N", "C", "C", "O", "H", "H", "H", "H", "H", "H", "H", "C", "N", "C", "C", "O", "H", "H", "H", "H", "H", "H", "H", "C", "N", "C", "C", "O", "H", "H", "H", "H", "H", "H", "H", "C", "N", "C", "C", "O", "H", "H", "H", "H", "H", "H", "H", "C", "N", "C", "C", "O", "H", "H", "H", "H", "H", "H", "H"], "positions_angstrom": [[4.39094, -3.16024, -2.20090], [4.10739, -4.30236, -3.05664], [4.09976, -4.23490, -4.41074], [3.68236, -5.57643, -5.05650], [4.35719, -3.24829, -5.07459], [5.32361, -3.41743, -1.69444], [3.59189, -2.85919, -1.52905], [4.67125, -2.25838, -2.74599], [3.70965, -5.12141, -2.63447], [2.79013, -5.97353, -4.56635], [4.48335, -6.30345, -5.17805], [3.32662, -5.41409, -6.07699], [2.81247, -6.25342, 2.85069], [2.30800, -4.88020, 2.90088], [2.62737, -3.95621, 1.96867], [1.81344, -2.65784, 2.09457], [3.47898, -4.11237, 1.10992], [2.19117, -6.96493, 3.39092], [3.82411, -6.22688, 3.24812], [2.78290, -6.65339, 1.83445], [1.38131, -4.82831, 3.29260], [0.95448, -2.72141, 1.42537], [2.50003, -1.86853, 1.80880], [1.39934, -2.59137, 3.09823], [-7.32208, 1.80469, -0.37577], [-6.44476, 2.89179, -0.01450], [-5.27151, 3.16607, -0.66029], [-4.49209, 4.37653, -0.17992], [-4.89541, 2.48575, -1.60122], [-8.29048, 2.23562, -0.63597], [-7.36772, 1.06810, 0.43252], [-7.02651, 1.17815, -1.21388], [-6.67442, 3.41177, 0.81404], [-4.61225, 4.23277, 0.90221], [-4.92553, 5.37329, -0.26295], [-3.45861, 4.35269, -0.49687], [-6.97400, -2.73349, 2.72514], [-6.12500, -1.53951, 2.64581], [-5.42945, -1.31558, 1.50935], [-4.42447, -0.18256, 1.57789], [-5.72861, -1.86137, 0.46102], [-7.72122, -2.52846, 3.49323], [-6.35885, -3.60223, 2.95197], [-7.54398, -2.91555, 1.81967], [-6.03144, -0.99856, 3.48410], [-3.94715, -0.00049, 2.54078], [-4.88793, 0.70602, 1.14705], [-3.56368, -0.40938, 0.94613], [-1.05506, 1.23841, -5.64235], [-0.98746, -0.16029, -5.18607], [-0.06490, -0.55651, -4.29762], [0.19489, -2.03763, -4.09232], [0.57398, 0.25295, -3.62629], [-0.53293, 1.91710, -4.98142], [-2.10699, 1.50641, -5.51254], [-0.67857, 1.25268, -6.66154], [-1.54664, -0.83778, -5.67154], [-0.48573, -2.39902, -3.32075], [1.20566, -2.13023, -3.70025], [0.14808, -2.60918, -5.01806], [-1.47270, 1.92865, 0.29305], [-0.15599, 1.58185, -0.19876], [0.35451, 0.40257, 0.18199], [1.69486, 0.02674, -0.38975], [-0.26315, -0.36132, 0.91938], [-2.27201, 1.30420, -0.11784], [-1.75831, 2.96993, 0.16271], [-1.65768, 1.75650, 1.35591], [0.10283, 1.95991, -1.09636], [1.83230, -1.04419, -0.27649], [2.48023, 0.66504, 0.01595], [1.74623, 0.20038, -1.47047], [-1.08377, 2.97953, 5.46681], [-2.15729, 3.35870, 4.56688], [-3.43656, 2.96309, 4.66878], [-4.16010, 3.06495, 3.34503], [-3.91046, 2.45275, 5.67674], [-0.94313, 1.89704, 5.38539], [-1.32656, 3.18917, 6.50643], [-0.16868, 3.47397, 5.15283], [-1.87940, 3.76318, 3.68547], [-4.50703, 4.08664, 3.17068], [-4.99100, 2.39053, 3.14815], [-3.45920, 2.85072, 2.53432], [5.32719, -0.66148, 0.70989], [6.51154, -1.13239, 0.01352], [6.97118, -0.55619, -1.11304], [8.41228, -0.88657, -1.48399], [6.34935, 0.27546, -1.76374], [4.99713, 0.26011, 0.23823], [5.46112, -0.50135, 1.77983], [4.54216, -1.41775, 0.62280], [6.94756, -1.92754, 0.44534], [8.36569, -1.97192, -1.61016], [8.99242, -0.65776, -0.59209], [8.64613, -0.27007, -2.34038], [-1.98788, -3.70634, -0.24852], [-2.10177, -2.83581, 0.88572], [-2.55580, -3.19287, 2.10161], [-2.28291, -2.24591, 3.26210], [-3.10001, -4.27292, 2.33009], [-1.01961, -4.19844, -0.35197], [-2.31608, -3.27283, -1.19262], [-2.71564, -4.51426, -0.13185], [-1.86139, -1.86090, 0.78950], [-1.57625, -2.81551, 3.87492], [-3.15297, -2.07089, 3.88387], [-1.67462, -1.40328, 2.92361], [3.21230, 2.31179, -3.04051], [4.08948, 1.24439, -3.49839], [4.50533, 1.12127, -4.77372], [5.60623, 0.08959, -5.03634], [4.04354, 1.73608, -5.72493], [2.19813, 1.96477, -2.83169], [3.08402, 3.07788, -3.80733], [3.72043, 2.74371, -2.17852], [4.73931, 0.95318, -2.77910], [5.28975, -0.87388, -4.62481], [6.55528, 0.35935, -4.57634], [5.68508, -0.06255, -6.10765], [-1.91840, 7.48960, 3.44673], [-0.70407, 6.75738, 3.17213], [-0.72460, 5.60317, 2.46758], [0.61626, 4.90719, 2.29187], [-1.75447, 5.09235, 2.06012], [-2.68117, 6.76561, 3.73234], [-2.29584, 8.09610, 2.62188], [-1.74206, 8.13770, 4.30483], [0.16961, 7.24485, 3.26349], [0.49455, 3.90175, 2.69481], [1.35703, 5.47356, 2.85460], [0.91263, 4.79367, 1.25218]], "lowdin_charge": [-0.062, 0.012, -0.542, -0.010, 0.044, 0.079, 0.070, 0.068, 0.127, 0.071, 0.076, 0.075, -0.070, -0.001, -0.549, 0.008, 0.030, 0.081, 0.084, 0.082, 0.126, 0.070, 0.060, 0.078, -0.075, -0.004, -0.548, 0.006, 0.034, 0.083, 0.076, 0.088, 0.127, 0.047, 0.087, 0.069, -0.061, 0.013, -0.567, -0.001, 0.045, 0.080, 0.085, 0.078, 0.128, 0.069, 0.069, 0.063, -0.042, 0.012, -0.537, 0.014, 0.004, 0.075, 0.084, 0.087, 0.133, 0.074, 0.074, 0.079, -0.075, 0.045, -0.527, 0.010, 0.013, 0.081, 0.063, 0.074, 0.136, 0.065, 0.084, 0.054, -0.057, 0.007, -0.548, -0.014, 0.039, 0.088, 0.084, 0.072, 0.075, 0.080, 0.072, 0.055, -0.060, 0.016, -0.545, 0.015, 0.017, 0.074, 0.086, 0.059, 0.140, 0.085, 0.082, 0.083, -0.071, 0.019, -0.556, -0.002, 0.014, 0.078, 0.080, 0.085, 0.083, 0.080, 0.077, 0.063, -0.073, 0.022, -0.544, 0.002, 0.024, 0.041, 0.081, 0.082, 0.078, 0.048, 0.068, 0.078, -0.066, 0.011, -0.551, 0.016, 0.016, 0.083, 0.089, 0.086, 0.131, 0.077, 0.075, 0.086]}